# C55H53N7OPtTe

C55H53N7OPtTe as an isolated structure in a non-equilibrium geometry (wB97M-V/def2-TZVPD, OMol25).

Properties
E_tot in a.u.: -2973.26693
HOMO-LUMO gap (alpha / beta) in eV: 6.55 / 6.45
LUMO energy (alpha / beta) in eV: -2.337 / -2.383
Relative energy (zero: lowest compared OMol25 entry of this formula, charge and spin) in kcal/mol: 28.77
Spin multiplicity: 2
Total charge: +1
<S²>: 0.75

Each line ends with the Mulliken spin population.
Element x y z (Å)
Pt -1.70574 0.54174 0.64632  0.560
C -6.88986 0.80386 5.09780  -0.001
C -5.52000 0.97855 4.49592  0.003
C -4.88648 2.21431 4.45673  0.001
C -3.67207 2.37011 3.81751  0.009
C -2.99138 1.30599 3.20666  0.027
N -1.87588 1.55528 2.40725  0.102
C -1.01795 2.61148 2.70866  -0.016
C -0.57342 2.79800 4.02143  0.009
C 0.32345 3.79026 4.36556  0.000
C 0.86368 4.63978 3.40496  0.003
C 1.87983 5.69640 3.75348  -0.001
C 0.43896 4.45975 2.10087  0.006
C -0.50427 3.49440 1.75901  -0.002
N -0.93959 3.50218 0.39443  -0.035
C -1.16949 4.60569 -0.34616  0.012
C -1.43447 4.20453 -1.63626  0.004
C -1.35232 2.81163 -1.59202  0.008
N -1.04372 2.39986 -0.36782  0.148
C -3.58372 0.04637 3.35931  -0.029
C -4.83981 -0.09101 3.94370  -0.004
N -2.89399 -1.16189 3.02936  -0.045
C -3.05583 -2.35393 3.64847  0.007
C -2.01800 -3.16664 3.27219  0.004
C -1.24382 -2.37215 2.42416  0.005
N -1.77817 -1.16910 2.27236  0.160
H -7.15676 1.65985 5.71651  0.000
H -6.94212 -0.08977 5.72103  0.000
H -7.65095 0.70757 4.32050  0.000
H -5.36699 3.07961 4.89958  0.001
H -3.23080 3.35745 3.75671  0.000
H -0.94476 2.12090 4.78083  -0.001
H 0.63358 3.88657 5.40004  0.000
H 1.99282 5.78746 4.83289  0.000
H 1.58834 6.67323 3.36480  0.000
H 2.86013 5.45702 3.33631  0.000
H 0.84922 5.08363 1.31413  -0.001
H -1.13051 5.58326 0.10366  0.001
H -1.66893 4.83135 -2.47888  0.001
H -1.52054 2.08347 -2.37055  0.000
H -5.29895 -1.07176 3.97527  0.000
H -3.85165 -2.51659 4.35238  -0.001
H -1.83393 -4.17631 3.59570  0.000
H -0.31228 -2.59922 1.95240  0.005
C -5.15297 3.02275 0.17641  0.002
C -5.90976 2.34910 -0.77237  -0.003
C -5.47240 1.12117 -1.22263  0.006
C -4.29287 0.55408 -0.73325  0.025
C -3.52008 1.23350 0.21201  -0.044
C -3.96963 2.47893 0.64914  0.002
C -3.82749 -0.75255 -1.18125  0.009
C -4.67563 -1.61935 -1.91892  0.000
C -4.24385 -2.84865 -2.27985  0.002
C -2.95012 -3.26801 -1.89966  -0.006
C -2.44861 -4.55042 -2.21590  0.002
C -1.20749 -4.93350 -1.80186  -0.001
C -0.41932 -4.03813 -1.05030  0.001
C -0.88314 -2.78869 -0.74325  -0.025
C -2.15927 -2.36381 -1.15946  0.000
N -2.60555 -1.10493 -0.82194  0.004
H -5.47580 3.98575 0.55256  0.000
H -6.82163 2.78043 -1.16291  0.000
H -6.04512 0.61166 -1.98573  0.000
H -3.40396 3.04507 1.36712  0.002
H -5.67639 -1.30348 -2.16816  0.000
H -4.88385 -3.52351 -2.83587  0.000
H -3.07638 -5.22541 -2.78595  0.000
H -0.82867 -5.91809 -2.04224  0.000
H 0.56478 -4.34697 -0.72100  0.000
H -0.30490 -2.07888 -0.17348  0.023
C 2.88488 0.69677 0.62880  -0.001
C 1.41779 0.37328 0.46095  -0.006
O 0.63568 0.76916 1.34503  0.038
N 0.88021 -0.20516 -0.64163  0.031
Te 1.80413 -1.20302 -2.02615  0.000
C 3.07570 -2.81279 -1.41535  -0.002
C 3.77011 -3.38126 -2.49040  0.001
C 3.72794 -2.88782 -3.91967  0.001
C 4.58589 -4.48368 -2.23209  0.000
C 4.70522 -5.03989 -0.96995  0.000
C 5.59316 -6.22568 -0.71369  0.000
C 3.96237 -4.47501 0.06267  0.000
C 3.15094 -3.36848 -0.13328  0.000
C 2.37352 -2.82759 1.03309  -0.001
C 3.25116 0.15467 -2.80267  -0.002
C 4.60404 0.23269 -2.45540  0.001
C 5.29806 -0.58889 -1.39732  0.000
C 5.40404 1.14847 -3.14198  0.000
C 4.90579 1.97997 -4.12689  0.000
C 5.79291 2.95039 -4.85607  0.000
C 3.55027 1.89599 -4.43295  0.000
C 2.71000 1.00063 -3.79403  0.000
C 1.25164 0.97207 -4.19229  0.000
H 2.99414 1.35777 1.48440  -0.001
H 3.26907 1.18699 -0.26706  0.000
H 3.48787 -0.19380 0.80415  0.001
H 2.78917 -2.41035 -4.20217  0.000
H 3.86985 -3.72877 -4.59681  0.000
H 4.52514 -2.16502 -4.10744  0.000
H 5.13237 -4.92288 -3.06040  0.000
H 6.07977 -6.56276 -1.62733  0.000
H 5.02013 -7.05947 -0.30499  0.000
H 6.36880 -5.97700 0.01228  0.000
H 4.01581 -4.91055 1.05536  0.000
H 2.42273 -3.51255 1.87889  0.000
H 1.33356 -2.68990 0.77264  0.000
H 2.75599 -1.86723 1.37685  0.000
H 4.63180 -1.22545 -0.83082  0.000
H 5.81022 0.07148 -0.69539  0.000
H 6.05556 -1.23125 -1.85235  0.000
H 6.45555 1.20947 -2.88009  0.000
H 6.79236 2.97669 -4.42511  0.000
H 5.37837 3.95881 -4.82156  0.000
H 5.88489 2.67185 -5.90744  0.000
H 3.13614 2.55042 -5.19281  0.000
H 1.03035 1.79914 -4.86473  0.000
H 0.59213 1.06279 -3.32530  -0.001
H 0.99201 0.04549 -4.70994  0.000